{"formula": "C19H62N4O12", "method": "the ωB97M-V functional and the def2-TZVPD basis", "homo_ha": -0.3175, "energy_ha": -1882.48011, "orbital_gap_ev": 8.4033, "relative_energy_kj_mol": 933.3, "total_charge": 0, "elements": ["N", "H", "H", "H", "H", "C", "O", "O", "O", "H", "C", "C", "C", "O", "C", "N", "H", "H", "H", "H", "H", "H", "H", "H", "H", "H", "H", "C", "C", "C", "O", "C", "N", "H", "H", "H", "H", "H", "H", "H", "H", "H", "H", "H", "C", "C", "C", "O", "C", "N", "H", "H", "H", "H", "H", "H", "H", "H", "H", "H", "H", "C", "O", "H", "H", "H", "H", "C", "O", "H", "H", "H", "H", "C", "O", "H", "H", "H", "H", "C", "O", "H", "H", "H", "H", "C", "O", "H", "H", "H", "H", "C", "O", "H", "H", "H", "H"], "positions_angstrom": [[41.20000, 35.84600, 46.53400], [41.09600, 35.42500, 47.49000], [40.35500, 35.47500, 46.08000], [41.97700, 35.22900, 46.08800], [41.26200, 36.76700, 46.46100], [40.75000, 35.37800, 42.99200], [41.51500, 34.51200, 42.61400], [40.76500, 36.58200, 42.29400], [39.89600, 35.22300, 43.85500], [41.58100, 36.78100, 41.90100], [44.21100, 35.62900, 38.48000], [43.97100, 35.40500, 39.91700], [44.19500, 36.49800, 40.77700], [45.57800, 36.64100, 41.02400], [45.87400, 37.66400, 41.84700], [42.52600, 35.04500, 39.95000], [43.78500, 36.28600, 37.98900], [43.69500, 34.81200, 37.81400], [45.29200, 35.76600, 38.40800], [44.51500, 34.59300, 40.24500], [43.63900, 36.33300, 41.71200], [43.53800, 37.30900, 40.45400], [46.92900, 37.41000, 42.05300], [45.44400, 37.60000, 42.81900], [45.60300, 38.60500, 41.50800], [42.22800, 34.91800, 41.05200], [42.28200, 34.17500, 39.52200], [44.60900, 31.52000, 41.47900], [43.29600, 31.02600, 41.85400], [43.22300, 30.81700, 43.38000], [44.15900, 29.99800, 43.88000], [44.05300, 29.81400, 45.26700], [42.26600, 31.96000, 41.46900], [44.90400, 32.48000, 41.94300], [44.74100, 31.64700, 40.33100], [45.29900, 30.96300, 41.70300], [43.09600, 30.02100, 41.28000], [42.13200, 30.39700, 43.70800], [43.16800, 31.89700, 43.88200], [44.42500, 30.58100, 45.92400], [44.45400, 28.83400, 45.53100], [42.80800, 29.65500, 45.45000], [42.24400, 32.81600, 42.05100], [41.41100, 31.40200, 41.75200], [36.73400, 34.57300, 48.34800], [37.27800, 33.78900, 47.15200], [37.02900, 34.57400, 45.89400], [35.73500, 34.92300, 45.66600], [35.52600, 35.55400, 44.30700], [38.78200, 33.71400, 47.28400], [35.90900, 35.11400, 48.18100], [37.48500, 35.32200, 48.45600], [36.65200, 34.10100, 49.16300], [36.96900, 32.67800, 47.02200], [37.52600, 33.98200, 45.00100], [37.62600, 35.37700, 45.86400], [34.48100, 35.71800, 43.94600], [36.15000, 35.14500, 43.48100], [35.92500, 36.57000, 44.21400], [39.27600, 33.35100, 48.20100], [38.91500, 32.98800, 46.77800], [44.98400, 34.56600, 44.07500], [43.61400, 35.00900, 44.55800], [45.72100, 34.59900, 44.83400], [45.46400, 35.05700, 43.22900], [44.86000, 33.60600, 43.79000], [42.89100, 34.71900, 43.86100], [40.36600, 39.66700, 39.97100], [40.22400, 40.36500, 38.83500], [39.35400, 39.23200, 40.26800], [40.31000, 40.45800, 40.68900], [41.04600, 38.96400, 40.27000], [40.24600, 39.69700, 38.13500], [42.70800, 39.88500, 43.27700], [41.57300, 40.19500, 44.20300], [42.46400, 39.13000, 42.78500], [43.54000, 39.52300, 43.74000], [42.92900, 40.91000, 42.77600], [41.15500, 39.29800, 44.23100], [38.02600, 34.12700, 40.76300], [37.86100, 35.28000, 41.61700], [37.39100, 33.25000, 41.27900], [39.08900, 33.89800, 40.76200], [37.77100, 34.36400, 39.60100], [38.64800, 35.65100, 42.05100], [38.43100, 38.40400, 44.33500], [39.84500, 38.03000, 44.67100], [37.69100, 37.52100, 43.97600], [38.56600, 39.20500, 43.58300], [37.87300, 38.95700, 45.05700], [40.01200, 37.38600, 43.96400], [39.40800, 31.99400, 43.90100], [40.66200, 32.62100, 44.40000], [39.61200, 31.12900, 43.27400], [38.59300, 32.65300, 43.52700], [38.83000, 31.61800, 44.71800], [40.70300, 33.32200, 43.70400]], "forces_ev_per_angstrom": [[0.249, -8.787, 0.654], [0.155, 1.190, -0.727], [-0.378, 0.317, -0.503], [-0.794, 1.824, 0.346], [0.591, 5.245, -0.420], [-1.124, 1.061, -0.423], [2.577, -1.505, -0.571], [-2.424, 0.118, 1.894], [-0.951, 1.333, 0.798], [1.894, -0.085, -1.207], [4.344, -7.300, 1.622], [-4.148, -2.263, -2.779], [-0.702, 1.718, 2.475], [-2.150, -1.110, -1.971], [2.549, -1.104, 1.989], [-1.080, 1.225, 4.808], [-4.217, 7.761, -3.378], [1.906, 0.252, 1.434], [0.087, -0.481, -1.003], [1.652, -1.882, 0.673], [0.585, -0.626, 0.750], [1.078, 1.253, -0.811], [0.046, 1.488, -0.104], [-1.021, -0.463, 1.138], [0.108, 2.087, -1.155], [0.845, 0.019, -3.785], [0.390, -0.574, -0.298], [-4.091, 6.784, -4.785], [-0.920, -1.667, 0.289], [-4.053, 1.989, 0.517], [2.127, -0.780, 0.960], [-4.209, -1.944, -0.078], [-2.197, -0.996, 0.368], [-0.620, -0.073, -0.213], [-0.600, 0.046, 1.762], [7.267, -6.421, 2.650], [0.313, 1.662, 1.182], [1.981, 0.788, -0.911], [0.491, -1.842, -0.816], [0.182, 0.648, -0.099], [0.366, 0.249, -0.106], [3.161, 0.634, 0.042], [0.243, -0.901, -0.423], [0.685, 1.488, -0.625], [3.329, 1.437, -5.614], [0.008, -1.245, 1.461], [0.942, -3.855, -2.710], [-2.644, 0.988, -2.591], [0.889, 0.352, -0.074], [0.104, 4.547, 5.259], [-3.464, 1.543, -1.027], [0.776, 0.764, 0.454], [-0.523, -3.968, 6.222], [-0.342, 1.927, 0.454], [-1.178, 0.566, 1.242], [2.419, 3.533, 0.497], [0.560, -1.045, 1.086], [-0.549, -0.941, 0.733], [0.047, 0.253, 1.145], [-2.328, 1.206, -1.610], [2.194, -5.914, -5.006], [-1.772, 2.210, 0.360], [0.149, -0.485, -1.970], [0.145, 0.239, 1.362], [-0.841, 0.822, -0.225], [-0.249, -3.302, -0.800], [2.191, 0.524, 1.387], [-5.295, 1.367, 3.910], [1.071, -0.360, -3.668], [0.844, -0.390, -0.546], [0.901, 0.399, 1.207], [2.634, -1.665, -0.473], [-0.148, 0.613, -0.400], [-0.860, 9.261, 3.740], [1.432, -1.893, -1.085], [-2.621, -5.903, -5.634], [2.632, -0.264, 2.144], [-0.258, -2.278, 0.273], [-0.349, 1.243, 0.601], [-0.600, 0.056, -0.091], [-0.913, 0.140, -0.432], [1.365, 1.800, -1.709], [0.035, -0.612, -0.062], [0.071, -0.578, 2.941], [-0.192, -0.784, -0.642], [0.070, -0.618, -1.927], [-2.365, -0.241, 0.115], [2.379, 1.827, 0.664], [-0.405, -0.834, -0.361], [0.287, -0.130, 1.550], [0.202, -0.097, 0.153], [0.227, 0.290, 1.173], [-2.594, -0.332, -1.758], [0.072, 0.226, -0.421], [1.314, 0.290, -0.676], [0.152, -0.716, 1.188], [0.858, -0.349, 1.027]], "lowdin_charge": [0.330, 0.158, 0.092, 0.163, 0.056, -0.795, -0.055, 0.092, 0.022, 0.048, -0.041, -0.468, -0.242, -0.127, -0.149, 0.046, -0.024, 0.134, 0.098, 0.112, 0.109, 0.141, 0.116, 0.068, 0.074, 0.087, 0.047, -0.068, -0.463, -0.289, -0.175, -0.104, 0.049, 0.086, 0.133, -0.028, 0.179, 0.141, 0.145, 0.071, 0.077, 0.145, 0.039, 0.084, -0.015, -0.341, -0.292, -0.141, -0.030, 0.044, 0.045, 0.085, 0.007, 0.169, 0.146, 0.071, 0.097, 0.071, 0.048, 0.144, -0.054, -0.058, -0.185, 0.070, 0.073, 0.005, 0.080, -0.233, -0.071, 0.104, 0.077, 0.035, 0.096, -0.086, -0.143, -0.034, 0.035, 0.133, 0.023, -0.147, -0.176, 0.110, 0.049, 0.118, 0.035, -0.069, -0.177, 0.109, 0.081, 0.055, 0.018, -0.121, -0.166, 0.066, 0.069, 0.046, 0.013]}